Record 1
ORCA calculation (wB97M-V/def2-TZVPD) on an isolated molecule of C3H6OSi at a distorted geometry.

Computed properties:
**Highest occupied orbital energy**: -9.751 eV
**Kohn-Sham gap**: 0.3262 Ha
**2S+1**: 1
**LUMO**: -0.87 eV
**SMILES**: C=CC(=O)[SiH3]

Each line ends with the natural charge from an NBO analysis.
CARTESIAN COORDINATES (ANGSTROEM)
C 0.33421 -0.53071 1.60747  -0.286
C -0.76667 -0.85388 0.92921  -0.307
C -1.04335 -0.31711 -0.36906  0.129
O -2.46122 -0.14850 -0.66914  -0.560
Si 0.15715 0.40486 -1.64056  0.810
H 0.48846 -0.85261 2.62283  0.210
H 1.08145 0.11254 1.17696  0.194
H -1.55093 -1.44839 1.37919  0.237
H -0.39974 0.25470 -2.97778  -0.125
H 0.34199 1.81224 -1.27212  -0.140
H 1.42825 -0.31173 -1.49323  -0.163

***

Record 2
ORCA calculation (wB97M-V/def2-TZVPD) on an isolated molecule of C3H6P2 at a distorted geometry.

Computed properties:
**Highest occupied orbital energy**: -8.633 eV
**Kohn-Sham gap**: 0.3084 Ha
**2S+1**: 1
**LUMO**: -0.24 eV
**SMILES**: C=CC=P#[PH2]

Each line ends with the natural charge from an NBO analysis.
CARTESIAN COORDINATES (ANGSTROEM)
C 2.72484 0.06068 -0.23127  -0.389
C 1.35481 0.37230 -0.09218  -0.196
C -0.24027 -0.09444 -0.08999  -0.661
P -1.42182 1.01044 0.07186  0.477
P -3.11982 -0.38411 -0.01497  -0.009
H 3.19268 -0.93266 -0.13056  0.202
H 3.31227 0.94421 -0.52892  0.211
H 1.25005 1.37015 -0.36679  0.170
H -0.49803 -1.10636 -0.29527  0.210
H -4.04740 0.00681 0.82226  -0.012
H -2.50731 -1.24703 0.85582  -0.004

***

Record 3
ORCA calculation (wB97M-V/def2-TZVPD) on a cluster of 2 separate species, C3H6S2 in total at a distorted geometry.

Computed properties:
**Highest occupied orbital energy (alpha / beta)**: -6.847 / -9.152 eV
**Kohn-Sham gap (alpha / beta)**: 0.2653 / 0.2547 Ha
**2S+1**: 3
**LUMO (alpha / beta)**: 0.37 / -2.22 eV

Each line ends with the Löwdin spin population.
CARTESIAN COORDINATES (ANGSTROEM)
C -0.99989 -0.04395 1.82847  0.092
C -0.55454 -0.01185 0.61164  0.656
C -0.54294 0.84062 -0.57638  0.099
S 1.78728 -0.91868 -1.88120  0.328
S 0.94076 -1.92740 -0.40029  0.708
H -0.58555 -0.76865 2.57995  0.024
H -1.84836 0.60373 2.10542  0.036
H -0.82967 0.17496 -1.31778  0.000
H -1.11214 1.79166 -0.43022  0.029
H 0.55350 1.18767 -0.89012  0.016
H 3.19154 -0.92811 -1.62951  0.012

***

Record 4
ORCA calculation (wB97M-V/def2-TZVPD) on a cluster of 2 separate species, C3H6Si in total at a distorted geometry.

Computed properties:
**Highest occupied orbital energy (alpha / beta)**: -9.500 / -8.219 eV
**Kohn-Sham gap (alpha / beta)**: 0.3206 / 0.2783 Ha
**2S+1**: 1
**LUMO (alpha / beta)**: -0.78 / -0.65 eV

Each line ends with the natural charge from an NBO analysis.
CARTESIAN COORDINATES (ANGSTROEM)
C -2.74681 -0.24996 -0.01077  -0.184
C -1.60764 0.14503 0.09196  -0.495
C 1.47014 -0.64911 -0.20520  -1.147
Si 0.20450 0.68148 -0.08827  1.195
H -3.81331 -0.26712 0.09694  0.239
H 1.33189 -1.10362 -1.16453  0.250
H 2.32759 -0.04986 -0.54856  0.244
H 1.85544 -1.21256 0.63014  0.264
H 0.44905 1.26184 2.49802  -0.194
H 0.52916 1.44387 -1.29974  -0.170

***

Record order is preserved below.
Total energy: -13130.2109; -21781.9925; -24874.0462; -11080.1011 eV
Record order is preserved below.
ΔE to the lowest compared entry with this formula, charge and spin: 220.7; 235.8; 69.7; 342.0 kJ/mol